A.
{"formula": "C8H11NO2", "method": "ωB97M-V/def2-TZVPD", "species": ["H", "C", "C", "H", "N", "C", "C", "H", "H", "H", "H", "C", "C", "C", "O", "H", "H", "O", "H", "H", "C", "H"], "xyz": [[1.9958, -1.6538, 1.4849], [1.4647, -0.7447, 1.2090], [0.5563, -1.0765, -0.8641], [-4.3124, 1.4195, 0.1765], [1.8861, 1.2972, -0.1748], [-3.3123, 1.0011, 0.0952], [1.6430, -0.5167, -1.4422], [0.5509, 2.5377, -0.2751], [1.5976, 0.4582, -1.8868], [-2.4890, 1.7043, 0.1438], [-0.8107, 0.5850, -1.1889], [2.2396, 0.1635, 0.3162], [-3.1128, -0.3117, -0.0305], [-1.7990, -0.9598, -0.1735], [0.6319, 1.6996, 0.1784], [3.2608, -0.1154, 0.0598], [-3.9660, -0.9563, -0.0252], [0.3406, -0.5567, 1.6189], [0.6307, -2.0581, -0.4321], [-1.7078, -1.9638, 0.1961], [-0.7301, -0.4094, -0.7546], [2.5707, -1.0547, -1.5419]], "e_lumo_ev": 0.140, "homo_ev": -7.19, "homo_lumo_gap_ev": 7.33}

---

B.
{"formula": "C8H11NO2", "method": "ωB97M-V/def2-TZVPD", "species": ["O", "C", "H", "H", "C", "C", "N", "C", "H", "H", "C", "H", "C", "O", "C", "H", "H", "H", "H", "H", "H", "C"], "xyz": [[1.5479, 2.4258, -0.0925], [0.0830, -0.4281, 2.2968], [-0.4924, 3.0047, 1.0588], [0.4618, 0.3010, 3.1068], [1.3380, 2.5096, 1.1305], [-0.3646, -2.3745, -1.3214], [-0.0514, 0.2873, 1.0800], [-0.3111, -0.2390, -2.4432], [0.0111, -2.4065, 0.7183], [-1.6468, 0.7837, -1.1634], [-0.5576, 0.4984, -1.1800], [1.9646, 2.2038, 2.0156], [-0.4284, -1.5576, -2.4869], [0.1604, 2.9157, 1.6765], [-0.4246, -0.3771, 0.0438], [-0.2164, -2.0392, -3.4648], [0.6218, -1.3278, 2.2615], [-0.1058, 0.2727, -3.3131], [0.1429, 1.3810, -1.0801], [-0.5591, -3.3783, -1.4810], [-0.9357, -0.6004, 2.7192], [-0.2378, -1.8550, -0.0813]], "e_lumo_ev": 0.084, "homo_ev": -8.31, "smiles": "C/N=C1\\C=CC=CC1.O=CO", "homo_lumo_gap_ev": 8.39}

---

Going by the energies, B is most stable and the next is 101.8 kcal/mol up.

---

A.
{"formula": "C4H10I2N", "method": "ωB97M-V/def2-TZVPD", "species": ["H", "H", "I", "H", "H", "N", "C", "H", "H", "H", "C", "H", "C", "H", "I", "H", "C"], "xyz": [[1.3613, -1.1738, 1.9696], [-0.6121, -0.8570, -1.3353], [-0.7050, -3.1132, -0.0136], [-1.0483, 1.8984, -0.0554], [-0.7245, 1.3411, -1.7574], [-0.2335, -0.2728, -0.6205], [0.3080, -0.9407, 2.2684], [1.6092, -0.9684, -0.3862], [-0.2435, -1.6250, 2.8458], [1.2969, 0.7210, 0.0125], [-0.7020, -1.0267, 0.5674], [-1.7303, -0.7953, 0.9905], [1.1235, -0.0310, -0.7206], [1.5487, 0.4161, -1.7327], [0.2677, 1.0826, 2.9437], [-2.0834, 0.6482, -1.0199], [-1.0733, 0.9829, -0.8150]], "total_charge": 1, "e_lumo_ev": -3.675, "homo_ev": -13.12, "homo_lumo_gap_ev": 9.45}

---

B.
{"formula": "C4H10I2N", "method": "ωB97M-V/def2-TZVPD", "species": ["N", "H", "C", "H", "H", "C", "H", "H", "C", "H", "H", "C", "H", "I", "H", "H", "I"], "xyz": [[0.1706, 0.1072, 1.2189], [-0.0138, -1.9585, -1.9270], [-0.6528, -1.2442, -1.4009], [0.9657, -0.1439, 1.9146], [-0.5582, 0.8711, -1.0032], [0.0326, 0.0547, -1.2399], [-1.6781, 1.2233, 0.9915], [-1.4883, -1.1707, -1.9982], [-0.7544, 1.2514, 1.4394], [0.5624, 0.1735, -2.1005], [-0.2149, 2.1869, 1.2128], [1.0397, -0.0312, -0.0806], [-0.3507, -0.8236, 0.9726], [2.3018, -1.8033, 0.0695], [-0.9657, -1.6601, -0.4491], [-0.7838, 1.2916, 2.5573], [2.3879, 1.6758, -0.1771]], "total_charge": 1, "e_lumo_ev": -4.281, "homo_ev": -13.28, "homo_lumo_gap_ev": 9.00}

---

Going by the energies, B is most stable and the next is 30.0 kcal/mol up.

---

A.
{"formula": "C2H4NO2S", "method": "ωB97M-V/def2-TZVPD", "species": ["O", "H", "N", "O", "H", "C", "S", "C", "H", "H"], "xyz": [[-2.3204, 1.1450, -0.2458], [-2.1303, -1.8092, -0.8704], [-2.2059, -1.2312, -0.0158], [-3.9457, -0.3507, 0.1113], [1.9804, 0.0440, -1.1552], [-2.7909, 0.0306, -0.1299], [0.5509, -1.3465, 0.0243], [0.9014, 0.2046, -0.7550], [0.9852, 1.0448, 0.0787], [0.1822, 0.3433, -1.6518]], "total_charge": -1, "e_lumo_ev": 2.858, "homo_ev": -3.67, "homo_lumo_gap_ev": 6.53}

---

B.
{"formula": "C2H4NO2S", "method": "ωB97M-V/def2-TZVPD", "species": ["H", "S", "C", "H", "H", "N", "O", "O", "H", "C"], "xyz": [[-0.1713, 1.1575, 1.0958], [1.9518, 1.4077, 0.1596], [0.3686, -0.6773, 0.0699], [-0.6369, 1.0787, -0.7587], [-0.5410, -1.2393, 0.5360], [2.6409, -0.3725, 0.3688], [2.8124, -0.9831, -0.8467], [1.4827, -0.9073, 1.0168], [0.4212, -1.1229, -0.9256], [0.1846, 0.8231, 0.0938]], "total_charge": -1, "e_lumo_ev": 3.892, "homo_ev": -2.64, "smiles": "[O-]N1OCCS1", "homo_lumo_gap_ev": 6.53}

---

Going by the energies, A is most stable and the next is 43.1 kcal/mol up.

---

A.
{"formula": "C5H7IO", "method": "ωB97M-V/def2-TZVPD", "species": ["C", "H", "O", "H", "H", "H", "H", "C", "H", "C", "I", "H", "C", "C"], "xyz": [[-1.2266, 0.3855, -0.8418], [-0.2825, 1.0344, 1.6768], [-0.7493, 1.6330, -0.2947], [0.7603, -2.2662, 0.3352], [1.0097, 1.9844, 1.0721], [-1.3405, 0.6041, -1.9709], [-0.5029, -1.3939, 1.2804], [0.2685, -1.3768, 0.5001], [-2.2461, -0.0081, -0.3302], [-0.0762, -0.5872, -0.7693], [3.1746, -0.0587, 0.0132], [0.0964, -1.1434, -1.6073], [0.9517, -0.1278, 0.1404], [0.1629, 1.3208, 0.7959]], "e_lumo_ev": 0.276, "homo_ev": -9.41, "smiles": "I[C@@]12COC[C@@H]1C2", "homo_lumo_gap_ev": 9.69}

---

B.
{"formula": "C5H7IO", "method": "ωB97M-V/def2-TZVPD", "species": ["C", "C", "H", "O", "H", "C", "H", "C", "H", "C", "H", "H", "I", "H"], "xyz": [[-0.3030, -0.3088, 1.3630], [-1.3906, -0.1301, 0.3420], [-0.4635, 0.4188, 2.1623], [1.0004, -0.2792, -2.0813], [0.7362, 1.5232, -1.2387], [1.0203, -0.0842, 0.6694], [-0.3587, -1.3067, 1.8105], [0.4095, 0.4949, -1.1182], [1.5903, -0.9831, 0.4647], [-1.0372, 0.2957, -0.8595], [-2.4101, -0.3262, 0.6321], [-1.7390, 0.4824, -1.6587], [2.2904, 1.3836, 1.5510], [0.6548, -1.1802, -2.0387]], "e_lumo_ev": 0.591, "homo_ev": -8.63, "homo_lumo_gap_ev": 9.22}

---

Going by the energies, B is most stable and the next is 27.7 kcal/mol up.

---

A.
{"formula": "C4H12NO3", "method": "ωB97M-V/def2-TZVPD", "species": ["H", "H", "O", "N", "O", "C", "H", "H", "O", "C", "H", "H", "H", "H", "H", "H", "C", "C", "H", "H"], "xyz": [[1.0429, -1.6131, 1.1895], [-1.0836, 0.1815, -0.2119], [-0.9574, -0.0060, -3.0729], [0.2306, -1.1030, -1.3565], [-1.8097, 0.9621, 2.3618], [1.2023, 0.8024, 1.0489], [0.2017, 1.0764, -1.6660], [-1.3215, -1.5947, -0.0403], [0.3898, 1.7046, 1.5190], [0.2247, 0.0619, -2.2797], [1.0538, 0.0535, -3.0241], [1.4331, 1.1087, 0.1231], [-1.7161, 0.3407, 3.0285], [-0.1529, -0.5433, 2.0163], [1.2266, -1.4589, -1.1090], [-0.6996, 1.4172, 1.8913], [0.4033, -0.5802, 1.1514], [-0.5243, -0.7286, -0.1169], [2.1462, 0.8384, 1.6975], [-1.2899, -0.9198, -3.1499]], "total_charge": -1, "e_lumo_ev": 3.618, "homo_ev": -3.86, "homo_lumo_gap_ev": 7.48}

---

B.
{"formula": "C4H12NO3", "method": "ωB97M-V/def2-TZVPD", "species": ["O", "H", "H", "H", "H", "H", "H", "H", "O", "H", "H", "C", "C", "C", "N", "C", "H", "H", "H", "O"], "xyz": [[-2.4019, 2.8307, -1.3648], [2.6053, -0.9103, -1.1559], [0.4768, 0.9542, -0.6107], [0.1772, 1.5439, 1.9391], [-0.3153, -1.1875, 1.3094], [-0.2319, -2.1061, -0.7448], [0.2896, -1.4260, -2.3459], [-1.5594, 2.6330, -1.1239], [1.9400, -1.8467, 0.5782], [2.0901, -2.4158, -1.5517], [1.7283, -0.9623, 0.9938], [-0.6973, 0.8988, 2.0006], [0.3484, -1.2697, -1.2341], [-0.0298, 0.0009, -0.4612], [0.0054, -0.2562, 1.1174], [1.8241, -1.6324, -0.8540], [-0.9945, 0.2947, -0.6886], [-0.6703, 0.5456, 3.0943], [-2.7879, 2.9280, -0.5310], [-1.7970, 1.3832, 1.6339]], "total_charge": -1, "e_lumo_ev": 3.769, "homo_ev": -3.00, "homo_lumo_gap_ev": 6.77}

---

C.
{"formula": "C4H12NO3", "method": "ωB97M-V/def2-TZVPD", "species": ["H", "C", "H", "O", "H", "N", "H", "H", "C", "H", "H", "C", "H", "H", "C", "O", "H", "H", "O", "H"], "xyz": [[-0.9119, 1.7458, -0.2917], [1.4612, -0.5609, 0.1780], [-1.0371, 0.2081, 2.3767], [-2.2889, -1.1429, 0.5898], [1.2938, 1.4943, 0.2477], [0.8173, 0.6956, -0.1484], [-1.9196, -0.9479, 1.4621], [-1.5085, 1.8185, 1.9711], [-0.6082, 1.1279, 1.8258], [0.7382, -1.1089, 0.8105], [-0.7308, -1.0190, -0.6720], [-1.4994, -0.3320, -0.2963], [2.3883, -0.5731, 0.7760], [-2.1211, -0.1196, -1.1593], [-0.6078, 0.8425, 0.2625], [1.7926, -0.8717, -3.4378], [1.5223, -0.3460, -2.6610], [1.6578, -1.0637, -0.7708], [0.5211, 1.6325, 2.2598], [1.0406, -1.4796, -3.3227]], "total_charge": -1, "e_lumo_ev": 3.566, "homo_ev": -2.98, "homo_lumo_gap_ev": 6.55}

---

Going by the energies, C is most stable and the next is 7.5 kcal/mol up.